(1)
The following is a quantum chemistry calculation of a molecular structure, C43H44BrIN9O5Pr, from the OMol25 dataset.

As for the HOMO-LUMO gap (alpha / beta): 6.141 / 6.142 eV. The LUMO energy (alpha / beta) comes out at -5.78 / -5.78 eV. Its expectation value of S² is 2.001. The spin multiplicity is 3. Its energy above the lowest of the compared OMol25 structures with the same formula, charge and spin is 21.4 kJ/mol. Its charge is +2. The value obtained for the total energy is -161158.868 eV.

Last column: Löwdin spin population.
Geometry (Å):
Pr  1.268  -0.772  -0.036  2.016
C  4.760  -0.691  0.852  0.000
N  3.504  -0.100  1.411  -0.002
C  3.205  -0.666  2.753  0.000
C  2.648  -2.058  2.830  0.000
C  2.802  -2.812  4.005  0.000
C  2.157  -4.040  4.090  0.000
C  1.375  -4.492  3.043  0.000
C  1.294  -3.707  1.925  0.001
N  1.906  -2.495  1.790  -0.002
C  3.627  1.354  1.532  0.000
C  3.343  2.119  0.305  0.000
C  3.872  3.385  0.186  0.000
C  3.466  4.197  -0.838  0.000
C  2.594  3.683  -1.735  0.000
C  2.134  2.379  -1.593  0.000
N  2.518  1.571  -0.605  -0.001
C  4.432  -1.858  -0.042  0.000
C  5.117  -3.080  0.089  0.000
C  4.757  -4.171  -0.687  0.000
C  3.747  -4.012  -1.646  0.000
C  3.193  -2.784  -1.730  0.000
N  3.474  -1.729  -0.961  -0.002
H  5.237  0.150  0.253  0.000
H  5.494  -0.964  1.584  0.000
H  4.082  -0.622  3.441  0.000
H  2.444  -0.056  3.257  0.000
H  3.444  -2.429  4.811  0.000
H  2.232  -4.646  4.997  0.000
H  0.875  -5.433  3.098  0.000
H  0.651  -3.932  1.132  0.000
H  2.970  1.644  2.324  0.000
H  4.683  1.641  1.797  0.000
H  4.607  3.662  0.902  0.000
H  3.798  5.261  -0.896  0.000
H  2.196  4.305  -2.544  0.000
H  1.402  1.940  -2.288  0.000
H  5.879  -3.166  0.833  0.000
H  5.347  -5.039  -0.535  0.000
H  3.418  -4.838  -2.290  0.000
H  2.532  -2.534  -2.564  0.000
C  -3.009  0.695  4.478  0.000
C  -3.635  0.406  3.268  0.000
C  -2.999  -0.404  2.287  0.000
C  -1.656  -0.683  2.460  0.000
C  -1.044  -0.347  3.680  0.000
C  -1.690  0.327  4.672  0.000
N  -1.001  -1.414  1.446  0.000
N  -1.789  -2.295  1.047  0.000
C  -1.424  -3.190  0.020  0.000
C  -2.138  -4.383  -0.035  0.000
C  -1.891  -5.269  -1.044  0.000
C  -0.902  -4.964  -1.967  0.000
C  -0.170  -3.795  -1.765  0.000
N  -0.393  -2.909  -0.816  -0.001
H  -3.471  1.260  5.260  0.000
H  -4.640  0.771  3.087  0.000
H  -3.486  -0.644  1.343  0.000
H  0.012  -0.559  3.778  0.000
H  -1.125  0.593  5.529  0.000
H  -2.898  -4.544  0.713  0.000
H  -2.521  -6.164  -1.098  0.000
H  -0.746  -5.620  -2.819  0.000
H  0.631  -3.486  -2.413  0.000
N  0.421  0.285  -4.261  0.000
C  0.083  -0.594  -3.351  0.000
O  0.866  -0.873  -2.407  -0.001
C  -1.296  -1.159  -3.405  0.000
I  -1.361  3.336  -4.701  0.000
H  1.312  0.762  -4.168  0.000
H  -0.233  0.650  -4.899  0.000
H  -1.408  -1.794  -2.554  0.000
H  -1.463  -1.688  -4.359  0.000
Br  -2.673  7.162  1.248  0.000
C  -2.080  5.369  1.082  0.000
C  -1.561  4.690  2.180  0.000
C  -0.946  3.464  1.997  0.000
C  -0.831  2.937  0.716  0.000
C  -1.292  3.652  -0.367  0.000
C  -1.928  4.864  -0.208  0.000
C  -0.280  1.560  0.577  -0.001
O  -0.518  0.924  -0.498  -0.004
O  0.476  1.061  1.461  -0.004
H  -1.679  5.145  3.163  0.000
H  -0.522  2.888  2.818  0.000
H  -1.048  3.264  -1.325  0.000
H  -2.173  5.453  -1.077  0.000
O  -2.215  -0.105  -3.354  0.000
C  -3.034  -0.131  -2.302  0.000
O  -2.950  -0.919  -1.361  0.000
C  -4.130  0.890  -2.330  0.000
N  -3.974  1.816  -3.539  0.000
C  -4.596  3.137  -3.199  0.000
C  -5.019  3.023  -1.751  0.000
C  -4.150  1.924  -1.190  0.000
H  -5.050  0.313  -2.396  0.000
H  -4.377  1.375  -4.341  0.000
H  -2.967  2.047  -3.829  0.000
H  -5.429  3.386  -3.852  0.000
H  -3.854  3.915  -3.363  0.000
H  -6.089  2.662  -1.630  0.000
H  -4.965  4.005  -1.259  0.000
H  -4.450  1.497  -0.227  0.000
H  -3.116  2.258  -1.104  0.000

***

(2)
The following is a quantum chemistry calculation of 2 unconnected molecules or ions with the total composition C2H7N, from the OMol25 dataset.

As for the HOMO-LUMO gap: 9.153 eV. The LUMO energy comes out at 0.38 eV. Its energy above the lowest of the compared OMol25 structures with the same formula, charge and spin is 349.9 kJ/mol. Its charge is 0. Its SMILES is C=N.C. The value obtained for the total energy is -3673.856 eV.

Last column: Mulliken charge in e.
Geometry (Å):
C  -1.518  0.951  1.204  -0.300
N  -0.548  0.096  1.098  -0.507
C  1.178  -0.953  -1.128  -0.910
H  -1.517  1.725  1.989  0.285
H  -2.321  0.992  0.450  0.240
H  -0.069  1.051  0.867  0.262
H  0.274  -0.380  -1.162  0.180
H  1.119  -1.874  -1.706  0.255
H  1.326  -1.106  -0.062  0.244
H  2.076  -0.502  -1.549  0.250

***

(3)
The following is a quantum chemistry calculation of 9 unconnected molecules or ions with the total composition C43H101BN3O20, from the OMol25 dataset.

As for the HOMO-LUMO gap: 7.280 eV. The LUMO energy comes out at -3.16 eV. Its charge is +1. The value obtained for the total energy is -92299.361 eV.

Last column: Mulliken charge in e.
Geometry (Å):
C  1.785  -1.418  2.144  0.001
C  0.764  -0.575  2.034  -0.593
C  -0.692  0.123  1.813  -0.320
N  -1.587  -0.823  0.984  1.231
C  -1.589  -0.499  -0.480  -0.267
O  -2.010  0.892  -0.751  -0.250
C  -1.756  1.190  -2.163  -0.045
C  -2.683  2.407  -2.713  -0.541
O  -2.655  2.487  -4.179  -0.468
C  -3.508  1.413  -4.732  0.022
C  -2.639  0.333  -5.570  -0.959
O  -1.184  -2.070  1.350  -0.192
C  -0.879  -2.962  0.298  0.541
N  -0.380  -3.601  -0.633  -0.501
B  -2.989  -0.659  1.639  0.221
O  -3.761  0.558  1.646  -0.326
N  -3.580  -1.841  2.386  0.026
C  -4.349  -2.744  1.467  -0.930
C  -4.376  -1.391  3.572  -0.682
H  2.482  -2.350  2.166  0.163
H  -1.186  0.178  2.861  0.460
H  -0.558  1.157  1.341  0.295
H  -2.369  -1.119  -1.095  0.541
H  -0.525  -0.542  -0.968  -0.123
H  -1.870  0.225  -2.798  0.128
H  -0.656  1.526  -2.275  0.135
H  -3.761  2.394  -2.283  0.260
H  -2.214  3.408  -2.339  0.335
H  -4.320  1.825  -5.446  0.184
H  -4.064  0.927  -3.841  0.255
H  -2.368  -0.609  -4.963  0.187
H  -1.641  0.857  -5.861  0.204
H  -3.172  -0.015  -6.548  0.354
H  -3.222  1.229  2.137  0.171
H  -3.636  -3.169  0.663  0.239
H  -5.228  -2.245  0.917  0.261
H  -4.685  -3.663  2.105  0.336
H  -5.257  -0.688  3.333  0.248
H  -4.838  -2.292  4.154  0.337
H  -3.675  -0.815  4.302  0.144
C  1.997  1.746  -4.188  -0.520
O  2.031  0.585  -5.008  -0.319
C  3.309  -0.056  -4.990  -0.266
C  3.294  -1.287  -4.087  -0.669
O  3.136  -0.927  -2.716  -0.405
C  1.811  -1.141  -2.252  -0.619
H  0.956  2.057  -4.080  0.001
H  2.409  1.552  -3.194  0.320
H  2.556  2.554  -4.667  0.338
H  4.093  0.645  -4.683  0.318
H  3.523  -0.375  -6.015  0.264
H  4.262  -1.795  -4.173  0.426
H  2.517  -1.994  -4.400  0.338
H  1.629  -2.213  -2.134  0.288
H  1.070  -0.714  -2.934  0.265
H  1.706  -0.657  -1.278  0.209
C  4.101  -4.906  2.113  -0.871
O  2.721  -5.100  2.403  -0.375
C  2.112  -6.055  1.532  0.003
C  1.948  -7.407  2.223  -0.694
O  3.210  -8.017  2.478  -0.300
C  3.608  -7.890  3.840  -0.753
H  4.546  -4.340  2.933  0.331
H  4.632  -5.857  2.017  0.416
H  4.208  -4.330  1.190  0.292
H  2.686  -6.158  0.603  0.146
H  1.120  -5.671  1.275  0.159
H  1.400  -8.079  1.552  0.343
H  1.365  -7.309  3.146  0.438
H  3.007  -8.557  4.463  0.288
H  3.509  -6.862  4.196  0.317
H  4.655  -8.185  3.919  0.259
C  -3.749  1.954  6.405  -0.649
O  -3.507  0.562  6.578  -0.258
C  -2.579  0.299  7.633  -0.271
C  -3.299  -0.164  8.898  -0.740
O  -4.085  0.882  9.463  -0.374
C  -5.471  0.734  9.176  -0.655
H  -4.609  2.071  5.744  0.271
H  -3.969  2.447  7.355  0.402
H  -2.881  2.426  5.937  0.140
H  -1.960  1.179  7.836  0.225
H  -1.921  -0.506  7.290  0.368
H  -2.548  -0.438  9.647  0.382
H  -3.911  -1.052  8.699  0.364
H  -5.885  -0.084  9.772  0.339
H  -5.647  0.542  8.114  0.232
H  -5.978  1.659  9.451  0.245
C  5.316  -8.404  -0.464  -0.404
O  5.014  -7.605  -1.603  -0.411
C  5.520  -6.275  -1.484  -0.052
C  6.797  -6.095  -2.302  -0.714
O  7.873  -6.859  -1.762  -0.393
C  8.117  -8.050  -2.504  -0.728
H  5.094  -9.443  -0.707  0.298
H  6.370  -8.328  -0.185  0.324
H  4.688  -8.100  0.378  -0.010
H  5.689  -6.015  -0.433  0.113
H  4.753  -5.602  -1.880  0.353
H  7.099  -5.043  -2.252  0.368
H  6.627  -6.345  -3.355  0.354
H  8.591  -7.800  -3.457  0.326
H  7.195  -8.609  -2.686  0.322
H  8.796  -8.678  -1.928  0.244
C  -7.810  4.622  -6.221  -0.565
O  -8.481  4.893  -4.997  -0.374
C  -8.781  3.703  -4.267  -0.552
C  -7.795  3.497  -3.119  -0.580
O  -6.483  3.213  -3.602  -0.241
C  -5.621  4.343  -3.527  -0.761
H  -7.428  5.564  -6.616  0.249
H  -6.970  3.936  -6.080  0.150
H  -8.514  4.199  -6.943  0.334
H  -8.796  2.831  -4.931  0.322
H  -9.785  3.826  -3.849  0.396
H  -8.114  2.626  -2.535  0.347
H  -7.787  4.364  -2.448  0.377
H  -5.346  4.528  -2.484  0.265
H  -6.088  5.237  -3.948  0.473
H  -4.717  4.123  -4.095  0.141
C  -5.232  6.578  3.653  -0.621
O  -4.002  7.259  3.436  -0.385
C  -3.089  7.088  4.520  -0.740
C  -2.017  6.056  4.180  -0.161
O  -2.572  4.746  4.065  -0.063
C  -2.733  4.345  2.711  -0.778
H  -5.789  6.573  2.715  0.243
H  -5.072  5.545  3.971  0.194
H  -5.821  7.109  4.406  0.346
H  -3.619  6.814  5.439  0.334
H  -2.603  8.055  4.688  0.399
H  -1.291  6.022  5.000  -0.114
H  -1.477  6.335  3.267  0.454
H  -1.756  4.118  2.274  0.366
H  -3.232  5.115  2.117  0.419
H  -3.345  3.441  2.692  0.035
C  3.647  4.092  5.386  -0.663
O  2.457  4.301  6.138  -0.433
C  1.310  4.465  5.305  -0.524
C  0.476  3.186  5.257  0.217
O  1.170  2.136  4.585  -0.193
C  1.727  1.189  5.491  -0.775
H  4.430  3.767  6.072  0.247
H  3.512  3.324  4.620  0.242
H  3.958  5.029  4.918  0.336
H  1.601  4.780  4.296  0.371
H  0.703  5.262  5.745  0.181
H  -0.436  3.383  4.682  -0.087
H  0.174  2.876  6.264  0.247
H  0.929  0.575  5.919  0.204
H  2.286  1.677  6.293  0.429
H  2.408  0.543  4.937  0.221
C  4.746  1.456  -8.743  -0.692
O  5.975  2.135  -8.965  -0.388
C  6.898  1.954  -7.890  -0.279
C  7.964  0.921  -8.246  -0.503
O  7.405  -0.386  -8.364  -0.379
C  7.231  -0.779  -9.721  -0.739
H  4.182  1.457  -9.676  0.307
H  4.907  0.420  -8.433  0.293
H  4.165  1.983  -7.981  0.283
H  6.374  1.674  -6.969  0.123
H  7.387  2.918  -7.720  0.380
H  8.697  0.880  -7.432  0.375
H  8.497  1.205  -9.161  0.330
H  8.203  -1.006  -10.167  0.325
H  6.729  -0.004  -10.306  0.327
H  6.617  -1.680  -9.740  0.249

***

Ordered max |F| results: 2.831 2.576 8.029; unit eV/A.